170
Properties=species:S:1:pos:R:3:forces:R:3 method="wB97M-V/def2-TZVPD" homo_ev=-8.63 orbital_gap_ev=8.841 total_energy_ha=-6612.8340
C 3.321974 -5.394552 -5.935298 -0.80 0.07 0.44
C 2.992954 -6.638982 -5.038908 1.52 1.46 -3.22
O 2.186924 -6.284982 -3.976568 -0.41 -0.19 2.39
P 2.565084 -6.730872 -2.448748 0.63 -0.03 0.51
O 3.636124 -7.762832 -2.308518 -1.97 1.22 -0.51
O 1.101774 -7.076072 -1.798368 1.59 0.72 -1.66
C 0.262984 -6.003482 -1.268718 1.08 -0.49 1.38
C 0.742084 -5.980042 0.200522 0.10 0.41 -0.81
O 3.019824 -5.317172 -1.754198 -0.51 -0.21 -0.51
C 4.123984 -4.540702 -2.302348 0.66 0.19 0.33
C 3.835084 -3.025272 -2.469858 -0.43 -2.08 0.02
H 3.878524 -5.681482 -6.827508 0.37 -0.15 0.28
H 2.432074 -4.912842 -6.340418 -0.37 -0.13 0.16
H 3.826374 -4.612772 -5.367408 0.33 -0.08 -0.07
H 2.467944 -7.284422 -5.743098 0.03 -0.66 0.56
H 3.995954 -6.984202 -4.788078 -0.43 -0.75 0.54
H 0.348094 -5.088912 -1.855588 0.28 0.03 0.16
H -0.782186 -6.312872 -1.268098 0.15 -0.30 -0.43
H 0.499204 -6.977062 0.568022 -0.59 0.41 0.64
H 1.829164 -5.972902 0.279852 0.01 0.39 -0.37
H 0.378974 -5.092412 0.718562 -0.39 -0.44 0.46
H 5.024354 -4.598352 -1.690708 -0.34 -0.59 0.68
H 4.458514 -5.011402 -3.226808 -0.28 0.28 -0.32
H 3.446264 -2.567352 -1.560338 -0.17 -0.22 0.01
H 4.803804 -2.559302 -2.650278 -0.24 0.10 -0.58
H 3.100534 -3.017752 -3.275138 0.22 1.04 -0.07
C -3.012626 3.819918 2.775582 0.55 0.36 0.06
C -2.745336 2.341208 3.100652 -1.04 0.72 -0.17
O -1.659216 2.190758 4.005622 0.87 -0.22 1.94
P -2.024716 2.227228 5.587112 -0.55 1.63 -0.07
O -2.614146 3.515208 6.084772 0.71 -2.24 -0.75
O -2.977376 0.951428 5.752572 0.82 -0.60 0.33
C -2.376426 -0.371802 5.541482 -0.61 -0.73 -0.93
C -3.298526 -1.231172 4.685532 -1.05 -0.04 0.35
O -0.645846 1.823638 6.303452 -0.24 -0.36 -1.01
C -0.620296 1.710808 7.737452 1.07 1.67 0.30
C 0.857474 1.821248 8.226162 -1.55 -1.52 -0.24
H -4.080346 4.037168 2.745992 0.01 -0.15 -0.38
H -2.623916 4.473978 3.556102 -0.05 -0.44 0.49
H -2.481316 4.235488 1.919362 -0.23 -0.42 -0.49
H -3.674486 1.968488 3.531782 0.06 -0.28 0.21
H -2.530826 1.676238 2.264052 0.10 0.39 -0.19
H -1.418216 -0.351682 5.022322 0.12 0.72 0.09
H -2.202706 -0.908972 6.473882 -0.16 0.52 0.38
H -2.977976 -2.268022 4.584072 0.50 0.16 -0.13
H -4.282536 -1.379912 5.130162 -0.05 0.32 0.34
H -3.538136 -0.812232 3.708202 0.43 0.12 -0.13
H -1.070886 2.628368 8.115812 -0.54 -0.19 0.15
H -1.179736 0.842848 8.086392 0.23 -0.12 -0.08
H 0.802934 1.742148 9.311922 0.18 0.66 0.12
H 1.396664 0.911018 7.963762 0.33 0.21 -0.48
H 1.303134 2.734588 7.832092 0.07 -0.17 0.30
C 5.353504 0.013148 0.902902 0.22 -0.12 0.68
C 4.071894 -0.631582 1.366302 0.07 -1.22 0.57
O 3.254634 0.318328 2.004972 -1.62 1.15 1.69
P 2.782994 0.106528 3.567232 -0.36 -0.39 -1.03
O 3.822254 -0.621442 4.344682 -1.23 1.15 -0.30
O 2.279784 1.611398 3.937912 1.26 -2.05 -0.32
C 2.938914 2.336108 5.003382 -0.90 1.81 0.46
C 2.670574 3.844438 4.821232 0.35 0.27 0.19
O 1.363404 -0.734742 3.431372 2.20 2.12 -0.92
C 1.097824 -1.816962 4.272682 -0.66 -0.97 1.03
C 0.019234 -2.639802 3.616812 -0.57 0.03 -0.44
H 5.933484 0.313998 1.775382 -0.10 0.05 0.18
H 5.985954 -0.722782 0.406382 -0.14 0.19 -0.48
H 5.170714 0.930268 0.342912 0.02 -0.29 -0.38
H 3.496664 -1.148432 0.598132 -0.06 0.41 -0.50
H 4.227694 -1.422382 2.100092 0.69 -0.14 -0.04
H 2.494734 2.034208 5.951882 0.06 -0.26 -0.10
H 4.022044 2.243008 5.082542 -0.04 -0.68 -0.51
H 3.139624 4.261798 3.930222 -0.03 -0.27 -0.20
H 1.652524 4.231858 4.860792 -0.30 -0.76 -0.23
H 3.143304 4.374898 5.647812 0.30 -0.16 0.21
H 1.959534 -2.455172 4.468252 0.29 0.31 -0.13
H 0.742534 -1.423372 5.225022 0.06 -0.09 0.26
H -0.071546 -3.642362 4.034832 0.15 0.02 -0.01
H -0.969006 -2.182662 3.666762 0.09 0.16 0.25
H 0.225814 -2.689172 2.547702 0.23 -0.37 -0.07
C -0.754596 -4.144462 -4.607778 0.18 1.55 -0.67
C 0.390594 -3.085932 -4.439898 -0.77 -2.01 0.71
O 0.158604 -1.898112 -5.171028 0.61 1.37 0.07
P 1.306854 -0.750462 -5.217348 0.82 -1.58 0.53
O 0.804584 0.501808 -5.760498 -0.01 0.10 -0.28
O 1.968334 -0.646132 -3.734288 -0.64 -0.61 -0.93
C 2.567614 0.566368 -3.326888 2.10 1.78 0.92
C 3.835464 0.452058 -2.363348 -1.99 -0.82 -0.76
O 2.528184 -1.514292 -5.986238 -1.22 1.11 0.54
C 2.490284 -1.509742 -7.423998 0.69 -0.01 -0.90
C 3.859734 -1.058852 -7.925828 0.04 -0.06 0.28
H -0.520736 -5.090812 -4.120098 0.13 0.19 0.02
H -1.702296 -3.736472 -4.256358 0.05 -0.06 0.37
H -0.924226 -4.308612 -5.671908 0.22 -0.26 -0.10
H 0.439944 -2.834202 -3.380508 0.29 0.02 0.09
H 1.301644 -3.587612 -4.766078 0.27 0.30 0.06
H 2.997214 1.185258 -4.114628 -0.49 -0.53 -0.86
H 1.856464 1.246758 -2.858448 -0.44 -0.35 0.13
H 4.465804 -0.372722 -2.695788 0.10 0.21 0.04
H 4.365364 1.402838 -2.420958 -0.01 -0.11 0.13
H 3.474544 0.254258 -1.354038 0.37 0.02 0.10
H 2.235834 -2.517062 -7.753628 0.08 -0.07 0.02
H 1.754094 -0.834502 -7.860098 -0.29 0.11 0.53
H 4.115924 -0.126742 -7.422198 0.02 0.02 0.03
H 4.634214 -1.790602 -7.695988 -0.02 -0.02 0.03
H 3.888054 -0.852272 -8.995698 -0.23 -0.18 -0.03
C 2.568914 3.481128 0.580792 0.43 0.40 0.81
C 1.379444 4.379168 0.296952 0.26 0.49 -0.42
O 0.750424 4.965318 1.447372 -0.87 1.11 0.97
P 0.029654 6.451428 1.415032 0.72 0.33 -1.85
O 0.886574 7.579758 0.893662 -1.40 -2.12 1.14
O -0.634726 6.579678 2.861972 1.20 -0.70 -1.16
C -1.260176 7.784228 3.279372 -0.89 2.23 0.83
C -2.581416 7.429888 3.939842 0.37 -1.46 -1.36
O -1.279836 6.188018 0.461452 1.47 1.07 2.83
C -1.195646 6.218018 -0.919058 -2.32 -1.67 -1.40
C -2.269266 5.120458 -1.313618 2.04 0.66 -1.25
H 3.390834 3.993118 1.081212 0.03 0.37 -0.19
H 2.396064 2.631928 1.241902 -0.56 -0.11 -0.23
H 2.931664 3.133198 -0.386398 0.04 -0.14 -0.02
H 1.669094 5.217358 -0.336808 0.33 -0.12 -0.20
H 0.707814 3.754758 -0.292228 -0.75 0.24 0.23
H -0.675386 8.370178 3.988442 0.76 -0.66 0.15
H -1.408856 8.542828 2.510922 -0.01 -0.57 -0.77
H -2.990746 6.725858 3.215332 -0.48 -0.19 0.07
H -2.339706 6.814928 4.806732 -0.56 0.44 0.42
H -3.343156 8.206308 4.010692 0.54 0.20 0.56
H -1.543046 7.134318 -1.396338 0.15 0.46 0.53
H -0.209756 6.011798 -1.335708 0.04 -0.24 0.23
H -2.040396 4.996248 -2.372058 -0.67 -0.30 -0.39
H -2.037466 4.159888 -0.853518 -0.11 0.13 0.31
H -3.311456 5.407838 -1.174498 0.29 0.15 0.17
C -2.775806 0.074468 -4.023438 0.82 0.71 -0.54
S -4.263686 0.634198 -4.875398 0.09 2.24 0.67
O -4.877416 1.629908 -3.885158 0.39 -1.21 -1.08
C -3.458746 1.739988 -6.182868 -0.70 -0.41 0.23
H -2.960336 -0.476782 -3.101388 -0.36 -0.13 -0.38
H -2.219006 0.980528 -3.784418 -0.14 0.24 0.24
H -2.091956 -0.447692 -4.692628 -0.26 -0.46 -0.08
H -4.243976 2.067078 -6.864428 -0.27 -0.64 -0.12
H -2.689136 1.191568 -6.726058 0.03 0.10 0.10
H -3.136856 2.711648 -5.808228 0.49 -0.45 0.77
C -4.846866 2.685128 -0.937478 0.28 -0.24 0.07
S -4.817206 1.279928 0.288252 -0.21 0.02 -1.26
O -5.940896 1.418208 1.247402 0.01 0.16 -0.12
C -5.269436 -0.060742 -0.914708 0.35 0.22 0.58
H -4.646876 3.636598 -0.444718 -0.31 -0.22 0.49
H -5.743346 2.746228 -1.554468 -0.16 -0.23 0.33
H -4.018486 2.576918 -1.637608 0.07 -0.47 -0.03
H -5.452486 -0.970602 -0.343088 -0.17 0.21 0.36
H -4.383236 -0.294652 -1.504668 -0.11 0.36 -0.26
H -6.152706 0.196758 -1.499188 0.23 0.13 -0.05
C -5.190716 -4.677032 0.733392 1.03 0.75 -0.53
S -4.679346 -3.224032 1.823452 -0.58 -0.64 1.20
O -4.755446 -3.672522 3.275462 0.22 0.31 -1.65
C -2.915586 -3.075132 1.412072 0.56 -1.53 -0.83
H -6.263746 -4.867342 0.755542 0.14 0.16 0.68
H -4.590346 -5.579462 0.848612 -0.11 0.03 0.64
H -4.993356 -4.370982 -0.293978 0.07 0.37 -0.11
H -2.436376 -4.021292 1.663552 -0.07 -0.19 0.47
H -2.315826 -2.292672 1.876972 -0.86 0.26 0.23
H -2.749366 -3.033842 0.335612 -0.41 0.50 -0.18
C 0.796874 -1.162082 -0.521968 -1.06 0.42 0.14
S -0.667126 -0.489712 -1.462608 0.66 -0.31 0.13
O -1.835776 -1.435002 -1.358648 0.62 0.41 0.37
C -1.004436 0.950638 -0.405568 -0.53 -0.06 0.09
H 1.256804 -2.000672 -1.044778 -0.05 0.30 -0.28
H 0.505424 -1.496752 0.473592 -0.26 0.08 0.03
H 1.445994 -0.295752 -0.394628 0.27 -0.15 -0.17
H -0.205846 1.691078 -0.359708 0.37 -0.41 -0.03
H -1.323856 0.642768 0.590062 0.20 -0.12 0.04
H -1.846446 1.475708 -0.856598 -0.15 -0.20 -0.18